Formula: C3H4NS
Source: the OMol25 dataset
Level of theory: wB97M-V/def2-TZVPD

```
! wB97M-V def2-TZVPD RIJCOSX def2/J DEFGRID3
* xyz 1 1
H -0.316 1.498 -0.012
C -0.778 -1.028 -0.155
H 2.247 -0.492 -0.645
C 0.436 -0.982 -0.001
N 1.714 -0.944 0.089
H 2.218 -1.626 0.646
H -2.000 2.264 0.015
C -1.383 1.376 0.022
S -2.138 -0.066 0.040
*
```

Values from the calculation:
Energy relative to the best compared isomer or geometry (same formula, charge and spin)   2.342 eV
HOMO   -14.1 eV
Gap between HOMO and LUMO   7.62 eV

***

Formula: C3H4NaO4
Source: the OMol25 dataset
Level of theory: wB97M-V/def2-TZVPD

```
! wB97M-V def2-TZVPD RIJCOSX def2/J DEFGRID3
* xyz -1 1
C -1.459 0.842 -0.027
H 0.024 -0.970 -1.629
O -0.768 1.079 -1.082
O 1.485 -1.180 -0.813
Na -2.438 -0.043 -2.507
O -0.800 0.722 1.102
H 1.461 1.207 0.516
H 1.203 -1.802 1.053
C 1.078 0.327 1.045
C 1.426 -0.919 0.424
O -2.629 0.374 -0.169
H 1.416 0.363 2.087
*
```

Values from the calculation:
Energy relative to the best compared isomer or geometry (same formula, charge and spin)   6.340 eV
HOMO (alpha / beta)   -2.2 / -2.8 eV
Gap between HOMO and LUMO (alpha / beta)   3.81 / 4.51 eV

***

Formula: C3H4O2
Source: the OMol25 dataset
Level of theory: wB97M-V/def2-TZVPD

```
! wB97M-V def2-TZVPD RIJCOSX def2/J DEFGRID3
* xyz 0 1
C 0.366 -0.207 1.176
H -1.268 -0.841 -0.143
C -0.269 -0.398 -0.148
O 0.584 -0.787 -1.210
H 0.857 1.301 -1.033
C 0.109 0.534 -1.225
O -0.431 -0.333 2.198
H 0.691 -0.035 2.366
H -0.639 0.767 -1.981
*
```

Values from the calculation:
Energy relative to the best compared isomer or geometry (same formula, charge and spin)   5.314 eV
HOMO   -9.1 eV
Gap between HOMO and LUMO   9.54 eV

***

Formula: C3H4O2
Source: the OMol25 dataset
Level of theory: wB97M-V/def2-TZVPD

```
! wB97M-V def2-TZVPD RIJCOSX def2/J DEFGRID3
* xyz 0 1
O 0.356 -1.932 0.558
O -1.355 1.012 -0.558
H -2.693 1.434 0.926
H 2.834 -0.276 -0.587
C 1.056 -1.181 -0.046
H 1.359 0.361 -1.266
C -1.875 0.819 0.484
H -1.460 0.112 1.143
C 1.779 -0.348 -0.654
*
```

Values from the calculation:
Energy relative to the best compared isomer or geometry (same formula, charge and spin)   2.174 eV
HOMO   -9.5 eV
Gap between HOMO and LUMO   10.37 eV

***

Formula: C3H4O2
Source: the OMol25 dataset
Level of theory: wB97M-V/def2-TZVPD

```
! wB97M-V def2-TZVPD RIJCOSX def2/J DEFGRID3
* xyz 0 1
O 1.147 1.073 -0.352
C 0.244 0.360 0.570
C -1.178 -0.137 -0.305
H -0.971 0.170 -1.318
O 2.467 -0.832 0.005
C 1.519 -0.101 0.041
H -1.997 0.079 0.303
H 0.027 0.662 1.515
H -1.257 -1.273 -0.460
*
```

Values from the calculation:
Energy relative to the best compared isomer or geometry (same formula, charge and spin)   2.409 eV
HOMO   -10.3 eV
Gap between HOMO and LUMO   11.19 eV

***

Formula: C3H4O2
Source: the OMol25 dataset
Level of theory: wB97M-V/def2-TZVPD

```
! wB97M-V def2-TZVPD RIJCOSX def2/J DEFGRID3
* xyz 0 1
C -1.377 -0.067 -0.308
H 2.089 -0.383 0.053
C 1.063 -0.600 -0.245
O -2.132 -0.805 0.274
H -1.696 0.494 -1.212
O 0.108 1.284 0.911
H 0.890 -1.478 -0.860
H 1.008 1.382 1.254
C 0.048 0.172 0.132
*
```

Values from the calculation:
Energy relative to the best compared isomer or geometry (same formula, charge and spin)   1.371 eV
HOMO   -9.6 eV
Gap between HOMO and LUMO   10.28 eV

***

Formula: C3H4O2
Source: the OMol25 dataset
Level of theory: wB97M-V/def2-TZVPD

```
! wB97M-V def2-TZVPD RIJCOSX def2/J DEFGRID3
* xyz 0 1
H 1.741 -0.083 -1.100
H -1.346 -0.388 -1.312
C -1.236 -0.119 -0.259
O -0.634 -1.067 0.585
C 0.020 0.403 0.258
H 1.948 -0.378 0.728
O 0.332 1.366 1.018
H -2.118 0.368 0.159
C 1.306 -0.097 -0.100
*
```

Values from the calculation:
Energy relative to the best compared isomer or geometry (same formula, charge and spin)   5.097 eV
HOMO (alpha / beta)   -9.7 / -9.7 eV
Gap between HOMO and LUMO (alpha / beta)   7.91 / 7.90 eV

***

Formula: C3H4O2
Source: the OMol25 dataset
Level of theory: wB97M-V/def2-TZVPD

```
! wB97M-V def2-TZVPD RIJCOSX def2/J DEFGRID3
* xyz 0 1
O 2.052 -0.061 -0.132
H -0.020 1.648 -0.637
H 1.309 -1.944 0.220
H -0.597 1.184 1.137
H -1.789 1.052 -0.347
C -0.314 -0.514 -0.100
C -0.695 0.946 -0.049
C 1.123 -0.857 0.018
O -1.068 -1.454 -0.110
*
```

Values from the calculation:
Energy relative to the best compared isomer or geometry (same formula, charge and spin)   1.089 eV
HOMO   -10.1 eV
Gap between HOMO and LUMO   9.44 eV

***

Formula: C3H4O2
Source: the OMol25 dataset
Level of theory: wB97M-V/def2-TZVPD

```
! wB97M-V def2-TZVPD RIJCOSX def2/J DEFGRID3
* xyz 0 1
C -0.490 -0.205 -0.323
H -0.829 0.849 1.602
C 0.986 0.127 -0.993
H 1.605 -0.922 -0.953
C -0.470 -0.119 1.096
H -0.845 1.055 -0.739
O -0.172 -1.061 1.924
H -1.034 -1.077 -0.696
O 1.249 1.352 -0.918
*
```

Values from the calculation:
Energy relative to the best compared isomer or geometry (same formula, charge and spin)   3.536 eV
HOMO   -10.2 eV
Gap between HOMO and LUMO   9.73 eV

***

Formula: C3H4O2
Source: the OMol25 dataset
Level of theory: wB97M-V/def2-TZVPD

```
! wB97M-V def2-TZVPD RIJCOSX def2/J DEFGRID3
* xyz 0 1
H 1.745 -0.107 0.637
H -0.592 1.296 1.040
O 0.434 0.746 -0.861
O 1.169 0.466 1.203
C -0.328 -0.299 -1.372
H -1.616 -1.282 0.718
H -0.043 -0.631 -2.334
C -0.723 -0.766 0.405
C -0.046 0.577 0.563
*
```

Values from the calculation:
Energy relative to the best compared isomer or geometry (same formula, charge and spin)   6.091 eV
HOMO (alpha / beta)   -8.1 / -8.9 eV
Gap between HOMO and LUMO (alpha / beta)   7.73 / 9.15 eV